one.
Formula: C36H91N5O12
Source: the OMol25 dataset
Level of theory: ωB97M-V/def2-TZVPD

As for the spin multiplicity: 1. Its HOMO-LUMO gap is 8.83 eV.

The geometry in XYZ format:
```
144
C36H91N5O12 (ωB97M-V/def2-TZVPD)
C 3.04392 3.81436 1.37061
O 4.39671 3.34734 1.16741
C 4.46801 2.15459 0.40963
C 5.95830 1.68265 0.44126
N 6.14446 0.37430 -0.16032
C 5.98734 0.38201 -1.64928
C 6.14399 -1.01132 -2.28448
O 5.02319 -1.79426 -1.85149
C 5.15600 -3.16215 -2.10129
H 3.14985 4.63771 2.07699
H 2.35771 3.10845 1.83849
H 2.48545 4.13923 0.49272
H 4.16813 2.32609 -0.62417
H 3.89324 1.36923 0.90051
H 6.19031 1.50044 1.49058
H 6.52497 2.49893 -0.00671
H 5.65016 -0.42857 0.20184
H 6.71250 1.11128 -2.01039
H 4.99618 0.69945 -1.97322
H 7.12078 -1.43567 -2.05226
H 6.19127 -0.95899 -3.37220
H 5.57464 -3.40405 -3.07819
H 4.15133 -3.58052 -2.04047
H 5.77197 -3.65144 -1.34679
C -5.65646 5.52819 0.92394
O -5.49192 6.22597 -0.31186
C -4.84676 7.51504 -0.12382
C -5.09522 8.33937 -1.45775
N -4.88687 9.76354 -1.20016
C -5.00368 10.48963 -2.47258
C -6.47127 10.50074 -3.00047
O -6.65305 11.29523 -4.14505
C -7.90733 11.28346 -4.75721
H -4.68967 5.40014 1.41081
H -6.07737 4.56170 0.64674
H -6.28786 6.04515 1.64656
H -3.78511 7.32164 0.02982
H -5.17935 8.08340 0.74477
H -6.13767 8.21708 -1.75178
H -4.45543 7.89730 -2.22151
H -3.99906 9.99186 -0.77618
H -4.38333 10.22583 -3.32913
H -4.83322 11.56227 -2.38046
H -7.23564 10.83486 -2.29891
H -6.79207 9.48798 -3.24438
H -8.66411 11.74582 -4.12349
H -8.18864 10.28141 -5.08107
H -7.80188 11.90504 -5.64637
C 4.62940 2.78158 -8.82864
O 3.35093 3.26648 -8.38144
C 2.55936 2.29507 -7.66571
C 1.25062 2.94654 -7.22640
N 1.36056 3.93907 -6.11268
C 0.13858 4.54197 -5.71662
C -0.37731 5.51284 -6.74456
O 0.56644 6.58220 -6.88531
C 0.24951 7.59929 -7.82557
H 4.52457 2.14548 -9.70754
H 5.13448 2.19138 -8.06399
H 5.29437 3.63131 -8.98317
H 3.11294 1.93756 -6.79747
H 2.34726 1.38242 -8.22265
H 0.59850 2.16313 -6.84025
H 0.72153 3.36185 -8.08412
H 1.97940 4.62198 -6.52592
H 0.28736 4.99141 -4.73480
H -0.60072 3.76120 -5.53793
H -1.25940 5.98348 -6.31038
H -0.66912 5.04479 -7.68472
H -0.61462 8.21811 -7.58386
H 0.05357 7.25738 -8.84185
H 1.07282 8.30745 -7.91915
C 0.97962 -1.83467 7.68872
O 2.35427 -1.72634 7.56143
C 2.87849 -1.13660 6.37070
C 4.40736 -0.83895 6.50275
N 4.71823 -0.03895 7.67321
C 4.42522 1.36618 7.44290
C 4.17664 2.06741 8.79748
O 3.14078 1.47242 9.59031
C 2.95526 2.02592 10.89894
H 0.55234 -2.15237 6.73763
H 0.44065 -0.93070 7.97237
H 0.68463 -2.56207 8.44500
H 2.43500 -0.18240 6.08626
H 2.74559 -1.88730 5.59167
H 4.83619 -0.39951 5.60214
H 4.78215 -1.85505 6.62597
H 3.85813 -0.27988 8.14469
H 3.54275 1.52548 6.82325
H 5.20898 1.82155 6.83753
H 3.96026 3.11205 8.57388
H 5.08703 1.95368 9.38599
H 3.90944 1.95814 11.42147
H 2.15828 1.53934 11.46124
H 2.73605 3.08936 10.80333
C -1.94232 -15.23128 -0.62954
O -1.25125 -13.99111 -0.47198
C -1.83873 -12.86543 -1.10241
C -0.91993 -11.65974 -1.03712
N -0.93303 -10.96230 0.21713
C -0.12970 -9.72763 0.15597
C 0.06222 -9.13934 1.55483
O 1.00894 -9.95864 2.25938
C 1.11111 -9.51797 3.58289
H -2.94892 -15.27402 -0.21357
H -1.34420 -16.01634 -0.16691
H -2.03249 -15.54821 -1.66853
H -2.81564 -12.57874 -0.71310
H -1.95536 -13.20834 -2.13047
H -1.22577 -10.98548 -1.83709
H 0.05888 -12.09351 -1.24173
H -0.61059 -11.47984 1.02229
H -0.58157 -8.98684 -0.50369
H 0.86985 -9.89843 -0.24379
H -0.86483 -8.92391 2.08609
H 0.52436 -8.17249 1.35552
H 1.35967 -8.46031 3.67064
H 1.90287 -10.12816 4.01748
H 0.14092 -9.56339 4.07763
C -6.09829 -3.01138 4.24463
C -6.84577 -4.14059 3.63139
C -6.72869 -4.12496 2.11625
O -6.32511 -5.34318 4.11528
H -6.66058 -2.10458 4.02181
H -5.06435 -3.00060 3.89974
H -5.98807 -3.21541 5.30967
H -7.88073 -4.06190 3.96421
H -5.69258 -4.04353 1.78768
H -7.32348 -3.28000 1.76931
H -7.21943 -4.94059 1.58519
H -6.45180 -6.05559 3.48438
C -0.14063 -2.26473 -1.84219
C 0.24062 -1.06509 -0.96227
C -0.79559 -0.65244 0.05203
O 1.35190 -1.57287 -0.29868
H -0.24763 -3.18599 -1.26955
H 0.62539 -2.53269 -2.56986
H -1.11224 -2.13126 -2.31787
H 0.56668 -0.15700 -1.46939
H -0.46899 0.14077 0.72453
H -1.06691 -1.49060 0.69389
H -1.71979 -0.37964 -0.45738
H 1.97975 -1.80716 -0.98608
```

***

two.
Formula: C36H91N5O12
Source: the OMol25 dataset
Level of theory: ωB97M-V/def2-TZVPD

As for the spin multiplicity: 1. Its HOMO-LUMO gap is 8.81 eV.

The geometry in XYZ format:
```
144
C36H91N5O12 (ωB97M-V/def2-TZVPD)
C -0.31603 -21.80573 -15.51952
O 0.94793 -22.07429 -14.96442
C 1.55104 -20.90352 -14.41253
C 2.91397 -21.25945 -13.88705
N 2.92906 -21.55704 -12.44786
C 4.14436 -22.25772 -12.01718
C 4.19262 -22.33984 -10.49499
O 5.50966 -22.54611 -10.00315
C 6.22560 -21.33630 -9.93136
H -0.49102 -22.42889 -16.39539
H -0.38464 -20.76832 -15.86407
H -1.11439 -21.97607 -14.79260
H 0.89895 -20.62065 -13.57901
H 1.60838 -20.11418 -15.16574
H 3.62241 -20.42669 -14.02003
H 3.30311 -22.11953 -14.43661
H 2.95655 -20.65344 -11.98510
H 4.97863 -21.65185 -12.40867
H 4.16391 -23.25911 -12.44579
H 3.62631 -23.21097 -10.17226
H 3.79422 -21.40205 -10.09155
H 7.23516 -21.53902 -9.57346
H 5.81316 -20.66869 -9.16140
H 6.23856 -20.77203 -10.86588
C 11.54881 -15.90211 -11.32483
O 10.47768 -14.98602 -11.19021
C 10.70550 -14.10824 -10.09301
C 9.78066 -12.89888 -10.19385
N 9.37290 -12.39727 -8.87680
C 8.61253 -11.14946 -9.01713
C 8.11851 -10.73252 -7.64313
O 7.18170 -9.67865 -7.80296
C 6.82454 -9.07577 -6.57837
H 12.45631 -15.38155 -11.65660
H 11.28229 -16.56580 -12.14825
H 11.74003 -16.45543 -10.40320
H 11.74236 -13.76602 -10.18808
H 10.55405 -14.61145 -9.13169
H 8.91750 -13.11073 -10.82999
H 10.30582 -12.10106 -10.74287
H 10.25637 -12.25993 -8.39400
H 7.77301 -11.35112 -9.68320
H 9.23296 -10.36658 -9.46710
H 8.98434 -10.36088 -7.08050
H 7.62920 -11.57650 -7.14915
H 7.66555 -8.62017 -6.04652
H 6.34151 -9.77622 -5.88496
H 6.08132 -8.33307 -6.87108
C 4.48302 -18.12394 -5.45351
O 5.32911 -17.38830 -6.30563
C 4.96910 -16.01753 -6.33381
C 5.97677 -15.24843 -7.15152
N 5.77948 -15.46755 -8.58118
C 6.93774 -14.99131 -9.32869
C 7.06150 -15.64638 -10.68077
O 7.15057 -17.04338 -10.46137
C 7.45048 -17.76955 -11.61263
H 4.78605 -19.16665 -5.47847
H 3.44574 -18.08372 -5.81411
H 4.47324 -17.68985 -4.44891
H 4.91664 -15.64608 -5.30185
H 3.96169 -15.90082 -6.75424
H 6.97571 -15.50844 -6.77755
H 5.83434 -14.18211 -6.96030
H 5.71862 -16.46472 -8.76910
H 7.86321 -15.16477 -8.75618
H 6.96158 -13.89990 -9.42373
H 8.01351 -15.34428 -11.13651
H 6.25115 -15.40529 -11.37724
H 8.48459 -17.54644 -11.91471
H 6.81998 -17.51454 -12.47754
H 7.34762 -18.84922 -11.51046
C 10.73637 -23.31539 -8.81949
O 11.08931 -22.58993 -7.66961
C 12.27650 -23.09106 -7.06713
C 12.48729 -22.40176 -5.73744
N 12.74467 -20.96026 -5.94802
C 12.56739 -20.20976 -4.71171
C 13.59774 -20.58809 -3.64177
O 13.09845 -20.10315 -2.40733
C 14.04574 -20.26217 -1.36839
H 10.53515 -24.36424 -8.57783
H 11.49342 -23.29471 -9.60977
H 9.83316 -22.86680 -9.22922
H 13.16320 -22.98001 -7.69505
H 12.09850 -24.15654 -6.87412
H 13.40638 -22.85776 -5.35438
H 11.68692 -22.64534 -5.02949
H 12.00685 -20.72202 -6.60776
H 11.57022 -20.29392 -4.26832
H 12.73192 -19.16978 -5.00010
H 14.56754 -20.15650 -3.91110
H 13.72933 -21.66936 -3.53564
H 14.83634 -19.51532 -1.51358
H 14.48296 -21.26407 -1.34187
H 13.55390 -20.04064 -0.42222
C 9.92388 -16.89495 2.23752
O 9.86275 -17.23136 0.87369
C 11.07742 -17.81691 0.43557
C 11.23373 -17.71047 -1.06568
N 11.32828 -16.30919 -1.46779
C 11.65985 -16.21026 -2.88193
C 10.61809 -16.75803 -3.86223
O 9.37763 -16.11371 -3.68009
C 8.37159 -16.80554 -4.38454
H 10.05582 -17.76359 2.89088
H 8.97760 -16.44252 2.53108
H 10.72589 -16.17190 2.40474
H 11.07169 -18.87738 0.72976
H 11.93613 -17.37095 0.95053
H 10.42761 -18.27201 -1.55158
H 12.18117 -18.18692 -1.31524
H 10.48397 -15.83873 -1.16741
H 12.56318 -16.81627 -2.98926
H 11.91602 -15.18602 -3.16109
H 10.53195 -17.83674 -3.69154
H 10.97741 -16.63373 -4.89040
H 8.41729 -16.59976 -5.45645
H 7.38473 -16.46454 -4.05754
H 8.38094 -17.87343 -4.17841
C 8.05396 -18.88871 -7.70589
C 9.56340 -18.99933 -7.44573
C 10.35809 -17.76920 -7.81732
O 9.80129 -19.33041 -6.08349
H 7.64171 -18.12174 -7.05088
H 7.55354 -19.85486 -7.65659
H 7.93437 -18.56610 -8.74497
H 9.89785 -19.87753 -8.01829
H 11.38207 -18.07337 -8.03950
H 10.30260 -16.97786 -7.06921
H 9.97506 -17.29263 -8.72638
H 9.48184 -20.23581 -5.89070
C 7.42601 -20.64829 -4.11990
C 7.68137 -22.00570 -4.71312
C 6.57788 -22.44187 -5.68853
O 8.90029 -21.92098 -5.51214
H 7.17196 -19.95087 -4.92451
H 8.32066 -20.26887 -3.62960
H 6.54094 -20.66032 -3.48431
H 7.87502 -22.75702 -3.94375
H 6.63323 -22.01322 -6.68616
H 5.59121 -22.13582 -5.31229
H 6.49636 -23.52806 -5.77067
H 9.23842 -22.80225 -5.68905
```

***

Stability ranking, top entry: two; the second entry is 301.0 kJ/mol less favorable.

***

one.
Formula: CH2O2S3
Source: the OMol25 dataset
Level of theory: ωB97M-V/def2-TZVPD

As for the spin multiplicity: 1. Its HOMO-LUMO gap is 8.57 eV.

The geometry in XYZ format:
```
8
CH2O2S3 (ωB97M-V/def2-TZVPD)
O -1.62223 0.19186 0.72008
S -0.08759 -0.29485 0.93716
O 0.47957 -0.16156 2.20666
S 0.43695 -1.83863 -0.24205
C 0.77626 0.09116 -0.57660
S -0.36153 0.85482 -1.68525
H 1.79901 0.39537 -0.79116
H -1.42044 0.76182 -0.56883
```

***

two.
Formula: CH2O2S3
Source: the OMol25 dataset
Level of theory: ωB97M-V/def2-TZVPD

As for the spin multiplicity: 1. Its HOMO-LUMO gap is 8.96 eV.

The geometry in XYZ format:
```
8
CH2O2S3 (ωB97M-V/def2-TZVPD)
O 0.77538 -1.20557 -1.20333
S 0.90674 -0.33963 0.03527
O 1.64728 -0.82155 1.14885
S 0.74858 1.77196 -0.28821
C -0.51612 0.46747 0.49802
S -1.94947 0.05063 -0.38132
H -0.42767 0.54005 1.62288
H -1.18470 -0.46337 -1.43216
```

***

Stability ranking, top entry: two; the second entry is 84.5 kJ/mol less favorable.